The following is a quantum chemistry calculation of C34H27NNiO3 as an isolated structure, from the Open Molecules 2025 dataset.

Output
Orbital gap (spin up / spin down) (Eh): 0.323 / 0.307
Highest occupied orbital energy (spin up / spin down) (eV): -8.426 / -8.342
⟨S²⟩: 2.01

The geometry in ORCA input format:
```
! wB97M-V def2-TZVPD RIJCOSX def2/J DEFGRID3
* xyz 0 3
Ni 0.188 -0.207 -0.198
O -0.845 -1.634 0.500
C -0.756 -1.465 1.881
C -1.751 -0.381 2.347
C -1.693 0.995 1.724
C -2.528 1.978 2.244
C -2.598 3.210 1.625
C -1.856 3.430 0.477
C -1.030 2.425 0.003
C -0.312 2.575 -1.305
C -0.728 1.464 -2.342
O -0.219 0.228 -1.998
C -0.132 1.834 -3.712
C 1.236 2.087 -3.801
C 1.837 2.361 -5.019
C 1.079 2.373 -6.182
C -0.276 2.098 -6.111
C -0.876 1.831 -4.886
C -2.264 1.467 -2.345
C -2.945 0.339 -1.906
C -4.332 0.347 -1.806
C -5.052 1.483 -2.142
C -4.377 2.615 -2.582
C -2.995 2.606 -2.678
N -0.927 1.253 0.656
C 0.696 -1.129 2.265
C 1.073 -0.024 3.023
C 2.417 0.233 3.282
C 3.397 -0.619 2.798
C 3.030 -1.733 2.051
C 1.694 -1.982 1.784
C -1.175 -2.755 2.601
C -0.841 -2.986 3.932
C -1.277 -4.134 4.577
C -2.049 -5.064 3.895
C -2.380 -4.838 2.567
C -1.947 -3.687 1.922
H -1.730 -0.280 3.436
H -2.739 -0.780 2.100
H -3.131 1.755 3.114
H -3.248 3.983 2.014
H -1.932 4.360 -0.067
H 0.770 2.535 -1.170
H -0.544 3.558 -1.714
H 1.849 2.048 -2.910
H 2.901 2.557 -5.060
H 1.546 2.583 -7.136
H -0.875 2.084 -7.013
H -1.932 1.603 -4.852
H -2.372 -0.539 -1.639
H -4.848 -0.540 -1.462
H -6.132 1.489 -2.065
H -4.931 3.506 -2.852
H -2.481 3.495 -3.031
H 0.326 0.653 3.414
H 2.693 1.102 3.867
H 4.441 -0.419 3.003
H 3.789 -2.408 1.677
H 1.399 -2.845 1.198
H -0.225 -2.271 4.467
H -1.006 -4.306 5.611
H -2.386 -5.963 4.396
H -2.977 -5.563 2.028
H -2.180 -3.501 0.882
O 3.131 1.019 -0.278
C 2.088 0.619 -0.196
*
```

Löwdin population analysis, charges in e, atoms 1 to 5:
1. Ni 0.636
2. O -0.219
3. C -0.509
4. C -0.051
5. C -0.220

---

The following is a quantum chemistry calculation of C13H16CaN6O7SSbSe4 as an isolated structure in a non-equilibrium geometry, from the Open Molecules 2025 dataset.

Output
Energy above the lowest of the compared OMol25 structures with the same formula, charge and spin (kJ/mol): 71.00
Orbital gap (Eh): 0.251
Highest occupied orbital energy (eV): -5.111

The geometry in ORCA input format:
```
! wB97M-V def2-TZVPD RIJCOSX def2/J DEFGRID3
* xyz -1 1
Ca 0.416 0.076 -1.718
O 2.669 1.531 -1.339
C 2.643 0.410 -0.807
O 2.393 -0.671 -1.449
C 2.563 0.352 0.712
C 3.599 0.176 1.575
C 3.335 0.178 2.953
C 2.066 0.313 3.442
C 1.005 0.468 2.559
C 1.199 0.547 1.167
O 0.282 0.778 0.303
N -0.331 0.578 3.148
O -1.301 0.418 2.431
O -0.412 0.808 4.342
N 4.447 0.052 3.894
O 5.569 -0.057 3.434
O 4.202 0.061 5.086
H 4.610 0.022 1.224
H 1.882 0.288 4.505
C -3.958 -3.673 -1.230
N -3.255 -2.507 -1.747
C -2.848 -1.382 -1.156
S -2.281 -0.125 -2.195
N -2.883 -1.162 0.160
C -3.293 -2.035 1.253
H -3.936 -4.425 -2.015
H -4.999 -3.438 -0.998
H -3.464 -4.096 -0.368
H -3.002 -2.532 -2.726
H -2.451 -0.288 0.433
H -4.328 -2.351 1.149
H -3.196 -1.457 2.167
H -2.649 -2.910 1.331
C 1.397 4.483 -1.610
N 0.152 3.850 -2.047
C -1.134 4.465 -1.742
C 0.193 2.739 -2.738
N 0.232 1.730 -3.310
H 1.637 5.341 -2.240
H 2.198 3.750 -1.646
H 1.272 4.814 -0.579
H -1.302 5.351 -2.359
H -1.149 4.751 -0.691
H -1.930 3.746 -1.920
Se -0.390 -3.457 -4.027
Sb 1.109 -3.699 -2.176
Se 3.197 -4.821 -2.185
Se -0.355 -4.599 -0.159
Se 0.580 -2.391 -0.092
*
```

Löwdin population analysis, charges in e, atoms 1 to 5:
1. Ca 1.047
2. O 0.008
3. C -0.673
4. O -0.278
5. C -0.067

---

The following is a quantum chemistry calculation of a 10-piece molecular cluster, C34H71Br21Si overall in a non-equilibrium geometry, from the Open Molecules 2025 dataset.

Output
Orbital gap (Eh): 0.308
Highest occupied orbital energy (eV): -8.252

The geometry in ORCA input format:
```
! wB97M-V def2-TZVPD RIJCOSX def2/J DEFGRID3
* xyz 0 1
C -0.409 -5.043 0.849
C -0.864 -3.578 1.006
C -0.041 -2.589 0.155
C 0.092 -1.195 0.807
C -0.092 -0.037 -0.186
C -1.273 0.891 0.120
C -2.641 0.219 0.265
C -3.501 0.765 1.436
C -3.928 -0.330 2.427
C -5.181 -1.076 1.869
C -4.993 -2.575 1.556
C -5.231 -2.989 0.083
C -6.363 -2.241 -0.646
C -5.757 -1.130 -1.533
Si -6.979 0.109 -2.223
Br -8.083 -0.797 -3.977
H 0.191 -5.361 1.696
H 0.155 -5.158 -0.071
H -1.280 -5.695 0.803
H -0.789 -3.277 2.048
H -1.893 -3.509 0.664
H 0.952 -2.990 -0.042
H -0.545 -2.482 -0.803
H -0.674 -1.129 1.580
H 1.045 -1.113 1.317
H 0.799 0.586 -0.150
H -0.177 -0.370 -1.220
H -1.359 1.596 -0.707
H -1.016 1.469 1.007
H -3.170 0.344 -0.678
H -2.556 -0.859 0.402
H -2.953 1.555 1.948
H -4.379 1.253 1.014
H -3.101 -1.015 2.585
H -4.188 0.159 3.362
H -5.514 -0.517 1.009
H -5.975 -0.985 2.610
H -5.595 -3.179 2.229
H -3.962 -2.843 1.785
H -4.298 -2.908 -0.471
H -5.471 -4.054 0.088
H -6.899 -2.909 -1.314
H -7.056 -1.821 0.077
H -5.267 -1.580 -2.395
H -4.996 -0.566 -1.002
H -6.290 1.299 -2.760
H -7.982 0.555 -1.241
Br 1.680 1.987 -2.572
C 1.163 3.860 -2.500
C 1.729 4.548 -1.290
Br 0.763 4.061 0.328
H 0.078 3.879 -2.531
H 1.553 4.306 -3.410
H 1.618 5.627 -1.375
H 2.774 4.305 -1.120
Br 3.708 -0.447 1.137
C 3.247 1.439 1.276
C 3.854 2.074 2.493
Br 2.897 1.571 4.110
H 2.163 1.495 1.267
H 3.639 1.898 0.371
H 3.777 3.158 2.438
H 4.892 1.791 2.635
Br 2.170 7.048 -4.054
C 2.455 7.211 -5.969
C 1.430 6.420 -6.738
Br 1.841 4.517 -6.648
H 3.465 6.866 -6.163
H 2.380 8.274 -6.185
H 1.462 6.680 -7.793
H 0.420 6.543 -6.360
Br -4.468 -5.233 -8.057
C -5.851 -4.199 -7.155
C -5.533 -2.725 -7.164
Br -4.134 -2.255 -5.883
H -5.947 -4.608 -6.157
H -6.765 -4.389 -7.710
H -6.403 -2.146 -6.861
H -5.192 -2.379 -8.133
Br 7.906 1.769 2.941
C 8.800 1.160 1.323
C 8.377 1.938 0.106
Br 6.615 1.409 -0.531
H 8.591 0.099 1.231
H 9.861 1.305 1.512
H 9.052 1.731 -0.722
H 8.341 3.008 0.283
Br 2.603 -2.253 7.741
C 3.575 -2.917 6.190
C 3.182 -2.196 4.931
Br 1.447 -2.768 4.258
H 3.397 -3.987 6.144
H 4.625 -2.736 6.410
H 3.886 -2.416 4.132
H 3.125 -1.122 5.072
Br 6.527 -3.327 8.174
C 5.955 -1.984 9.465
C 5.994 -2.513 10.873
Br 4.496 -3.713 11.191
H 4.956 -1.678 9.168
H 6.641 -1.150 9.343
H 5.877 -1.699 11.585
H 6.900 -3.065 11.097
Br -9.082 -0.618 -6.126
C -7.578 0.561 -5.755
C -7.332 1.523 -6.886
Br -6.495 0.640 -8.404
H -6.721 -0.077 -5.558
H -7.842 1.098 -4.847
H -6.633 2.297 -6.576
H -8.242 1.983 -7.257
Br -1.901 0.071 -4.044
C -1.722 0.428 -5.947
C -0.895 1.651 -6.249
Br -1.830 3.326 -5.903
H -2.732 0.493 -6.338
H -1.232 -0.452 -6.359
H -0.650 1.674 -7.308
H 0.019 1.696 -5.664
Br 8.462 1.135 9.429
C 9.110 0.534 7.694
C 8.350 1.171 6.561
Br 6.586 0.383 6.349
H 9.032 -0.549 7.689
H 10.158 0.824 7.661
H 8.862 0.996 5.618
H 8.203 2.237 6.701
*
```

Löwdin population analysis, charges in e, atoms 1 to 5:
1. C -0.099
2. C -0.254
3. C -0.197
4. C -0.211
5. C -0.231

---

The following is a quantum chemistry calculation of one molecule with the formula C4H7NO2, from the Open Molecules 2025 dataset.

Output
Energy above the lowest of the compared OMol25 structures with the same formula, charge and spin (kJ/mol): 366.87
Orbital gap (Eh): 0.311
Highest occupied orbital energy (eV): -9.063

The geometry in ORCA input format:
```
! wB97M-V def2-TZVPD RIJCOSX def2/J DEFGRID3
* xyz 0 1
C -1.577 -0.753 0.285
C -1.278 0.352 -0.648
C -0.124 1.196 -0.238
N 0.956 0.597 0.518
C 1.678 -0.483 0.065
O 2.620 -0.951 0.653
O 1.237 -1.039 -1.096
H -1.021 -0.807 1.232
H -1.401 -1.686 -0.275
H -2.660 -0.756 0.454
H 0.627 -0.470 -1.588
H -0.695 1.887 0.415
H 0.247 1.825 -1.060
H 1.393 1.087 1.283
*
```

Löwdin population analysis, charges in e, atoms 1 to 5:
1. C -0.156
2. C 0.007
3. C -0.270
4. N 0.058
5. C -0.603

---

The following is a quantum chemistry calculation of one molecule with the formula C4H10O2 in a non-equilibrium geometry, from the Open Molecules 2025 dataset.

Output
Energy above the lowest of the compared OMol25 structures with the same formula, charge and spin (kJ/mol): 220.75
Orbital gap (Eh): 0.383
Highest occupied orbital energy (eV): -9.549

The geometry in ORCA input format:
```
! wB97M-V def2-TZVPD RIJCOSX def2/J DEFGRID3
* xyz 0 1
C -2.108 -0.410 -0.314
C -1.061 0.183 0.640
C 0.364 -0.424 0.464
O 0.626 -0.902 -0.857
C 1.535 0.787 0.226
O 2.810 0.485 -0.357
H -3.046 0.158 -0.274
H -1.735 -0.385 -1.339
H -2.346 -1.453 -0.071
H -1.001 1.263 0.484
H -1.432 0.062 1.675
H 0.295 -1.376 1.070
H 1.514 -1.267 -0.711
H 1.768 1.252 1.163
H 1.011 1.465 -0.472
H 2.808 0.562 -1.326
*
```

Löwdin population analysis, charges in e, atoms 1 to 5:
1. C -0.107
2. C -0.220
3. C -0.284
4. O -0.116
5. C -0.164

---

The following is a quantum chemistry calculation of a 4-piece molecular cluster, C43H96F5I2N14O8P4 overall in a non-equilibrium geometry, from the Open Molecules 2025 dataset.

Output
Orbital gap (Eh): 0.266
Highest occupied orbital energy (eV): -9.550

The geometry in ORCA input format:
```
! wB97M-V def2-TZVPD RIJCOSX def2/J DEFGRID3
* xyz 1 1
C 0.136 -4.893 1.846
N -0.423 -4.053 0.770
C -0.517 -2.683 1.197
N -0.237 -1.732 0.118
C -0.422 -0.393 0.411
N 0.469 0.317 1.048
O 0.144 1.648 1.268
C 1.263 2.558 1.254
C 0.628 3.954 1.044
N 0.497 4.294 -0.375
C 1.504 5.265 -0.832
C 2.916 4.709 -1.032
C 2.988 3.497 -1.968
O 3.620 4.443 0.183
P 2.059 -0.246 1.702
C 1.696 -0.603 3.469
O 2.425 -1.680 1.046
N -1.609 0.012 -0.115
C -2.539 0.753 0.754
C -3.632 1.590 0.065
C -3.390 3.119 0.074
C -4.637 3.934 0.394
F -4.593 5.054 -0.391
F -5.784 3.303 0.040
C -4.731 4.453 1.867
F -3.542 4.601 2.461
F -5.303 5.676 1.848
F -5.547 3.674 2.597
C -2.143 -0.978 -1.104
C -3.531 -1.551 -0.838
C -3.511 -3.062 -0.522
C -4.774 -3.573 0.079
O -3.542 -3.389 0.830
C -2.071 -0.178 -2.478
I -1.197 1.782 -2.488
C -2.478 -0.673 -3.652
C -3.059 -2.067 -3.809
I -2.299 0.436 -5.462
C -0.827 -1.895 -1.196
C 0.252 -1.440 -2.224
C 1.510 -2.339 -2.082
C 2.450 -2.303 -3.247
O 2.718 -1.656 -1.964
H 0.052 -5.944 1.590
H -0.406 -4.655 2.761
H 1.188 -4.623 2.014
H 0.198 -4.156 -0.023
H -1.471 -2.449 1.695
H 0.246 -2.517 1.976
H 1.790 2.601 2.209
H 1.941 2.390 0.422
H -0.389 3.871 1.452
H 1.159 4.705 1.622
H 0.516 3.451 -0.933
H 1.174 5.639 -1.804
H 1.498 6.082 -0.106
H 3.486 5.503 -1.537
H 3.761 3.600 -2.725
H 3.265 2.621 -1.370
H 2.017 3.246 -2.402
H 3.280 5.070 0.827
H 0.829 -1.241 3.633
H 1.592 0.368 3.960
H 2.616 -1.034 3.867
H 3.376 -1.741 0.897
H -3.050 0.009 1.374
H -2.029 1.400 1.461
H -3.896 1.236 -0.932
H -4.538 1.425 0.658
H -3.072 3.455 -0.912
H -2.553 3.338 0.736
H -4.029 -1.198 0.064
H -4.224 -1.462 -1.669
H -2.991 -3.723 -1.208
H -4.978 -4.627 -0.050
H -5.516 -2.871 0.435
H -2.548 -2.542 -4.652
H -4.111 -2.008 -4.089
H -2.876 -2.718 -2.962
H -0.896 -2.956 -1.423
H -0.049 -1.658 -3.245
H 0.622 -0.429 -2.066
H 1.400 -3.297 -1.577
H 3.068 -3.169 -3.438
H 2.296 -1.503 -3.959
O 6.287 6.476 0.141
P 7.697 5.932 0.097
N 7.603 5.219 1.704
C 8.735 5.017 2.593
C 6.751 4.040 1.787
N 8.507 7.478 0.164
C 9.264 7.921 1.323
C 7.700 8.615 -0.277
N 9.224 5.067 -0.178
C 10.344 5.757 -0.845
C 8.926 3.901 -1.069
H 9.446 4.260 2.236
H 8.371 4.677 3.566
H 9.276 5.931 2.807
H 7.221 3.161 1.316
H 5.793 4.213 1.300
H 6.537 3.778 2.826
H 8.625 8.095 2.197
H 9.782 8.855 1.085
H 10.061 7.231 1.594
H 6.987 8.935 0.493
H 7.143 8.387 -1.182
H 8.349 9.464 -0.507
H 10.043 6.265 -1.762
H 11.114 5.023 -1.095
H 10.834 6.472 -0.193
H 8.595 4.225 -2.060
H 8.135 3.277 -0.645
H 9.806 3.272 -1.189
O 2.417 -5.617 -5.270
P 1.490 -6.423 -6.145
N 0.120 -6.348 -5.084
C -0.954 -7.317 -4.974
C -0.435 -5.004 -5.052
N 2.326 -7.944 -5.994
C 1.732 -9.100 -5.343
C 3.709 -7.848 -5.525
N 0.581 -6.992 -7.543
C 1.167 -8.022 -8.420
C 0.350 -5.816 -8.442
H -1.590 -7.372 -5.868
H -1.603 -7.041 -4.138
H -0.602 -8.313 -4.732
H -1.003 -4.778 -5.968
H 0.358 -4.259 -4.954
H -1.108 -4.857 -4.201
H 1.589 -8.946 -4.265
H 2.378 -9.970 -5.481
H 0.782 -9.391 -5.792
H 3.765 -7.692 -4.441
H 4.244 -7.039 -6.014
H 4.243 -8.772 -5.759
H 2.190 -7.790 -8.721
H 0.555 -8.108 -9.321
H 1.150 -9.008 -7.967
H 1.289 -5.429 -8.847
H -0.137 -5.000 -7.904
H -0.298 -6.086 -9.274
O -5.315 -0.152 7.201
P -6.557 0.398 6.557
N -7.530 0.658 7.966
C -8.982 0.673 7.981
C -7.035 1.737 8.820
N -7.023 -1.069 5.722
C -8.265 -1.770 6.004
C -5.974 -2.082 5.618
N -7.560 1.384 5.492
C -7.822 0.931 4.116
C -6.875 2.704 5.333
H -9.418 1.527 7.446
H -9.329 0.735 9.015
H -9.420 -0.241 7.598
H -7.216 2.731 8.386
H -5.962 1.631 8.992
H -7.519 1.714 9.797
H -8.280 -2.208 7.010
H -8.404 -2.576 5.278
H -9.142 -1.136 5.877
H -5.843 -2.637 6.554
H -5.017 -1.643 5.348
H -6.230 -2.801 4.835
H -6.913 0.630 3.589
H -8.290 1.745 3.557
H -8.535 0.113 4.080
H -5.916 2.593 4.820
H -6.677 3.168 6.302
H -7.491 3.399 4.764
*
```

Löwdin population analysis, charges in e, atoms 1 to 5:
1. C -0.087
2. N -0.074
3. C -0.200
4. N -0.010
5. C -0.272

---

The following is a quantum chemistry calculation of one molecule with the formula C3H5N3O in a non-equilibrium geometry, from the Open Molecules 2025 dataset.

Output
Energy above the lowest of the compared OMol25 structures with the same formula, charge and spin (kJ/mol): 342.92
Orbital gap (Eh): 0.386
Highest occupied orbital energy (eV): -9.665

The geometry in ORCA input format:
```
! wB97M-V def2-TZVPD RIJCOSX def2/J DEFGRID3
* xyz 0 1
N 1.884 -0.602 -0.320
C 1.116 0.352 0.312
C -0.430 0.140 0.101
C -1.499 0.857 -0.150
O -2.519 0.074 -0.180
N -2.094 -1.275 0.030
N -0.876 -1.133 0.270
H 1.725 -1.543 -0.193
H 1.775 -0.481 -1.323
H 1.154 0.252 1.436
H 1.436 1.355 0.187
H -1.672 2.006 -0.171
*
```

Löwdin population analysis, charges in e, atoms 1 to 5:
1. N 0.009
2. C -0.250
3. C -0.262
4. C -0.141
5. O -0.030